(1)
Formula: C21H55N4P
Source: the OMol25 dataset
Level of theory: ωB97M-V/def2-TZVPD

Properties
* charge: 0

Cartesian coordinates (Å):
H -1.309 6.828 4.633
N -2.177 6.421 4.283
C -2.320 5.220 4.688
C -1.311 4.528 5.581
C -3.568 4.506 4.310
P -5.140 5.261 5.229
H -0.396 4.332 5.016
H -1.056 5.160 6.434
H -1.682 3.573 5.956
H -3.721 4.621 3.233
H -3.505 3.441 4.551
H -5.825 5.357 3.997
H -5.295 4.068 5.973
H -4.334 6.307 5.745
H -6.309 5.818 5.910
C -1.156 5.241 0.309
C -1.039 3.995 1.171
N -1.893 2.906 0.726
C -2.012 1.837 1.700
C -0.758 1.023 2.041
C -1.728 2.491 -0.658
C -0.343 1.994 -1.094
H -2.194 5.568 0.245
H -0.569 6.048 0.749
H -0.781 5.079 -0.703
H -1.356 4.247 2.188
H 0.024 3.709 1.242
H -2.799 1.156 1.361
H -2.387 2.295 2.621
H -0.496 0.322 1.250
H -0.933 0.438 2.947
H 0.106 1.662 2.227
H -2.013 3.330 -1.295
H -2.470 1.712 -0.851
H 0.458 2.627 -0.708
H -0.270 2.004 -2.183
H -0.147 0.973 -0.765
C -2.863 -1.673 -0.849
C -2.393 -3.017 -0.314
N -1.442 -3.681 -1.189
C -1.181 -5.062 -0.824
C -0.483 -5.334 0.514
C -0.281 -2.892 -1.563
C 0.579 -2.317 -0.430
H -3.274 -1.777 -1.854
H -3.640 -1.269 -0.198
H -2.056 -0.939 -0.885
H -3.256 -3.683 -0.223
H -2.010 -2.872 0.709
H -0.595 -5.511 -1.631
H -2.145 -5.581 -0.825
H 0.577 -5.082 0.481
H -0.560 -6.394 0.759
H -0.940 -4.774 1.331
H -0.626 -2.060 -2.182
H 0.337 -3.506 -2.223
H -0.038 -1.902 0.369
H 1.198 -1.504 -0.817
H 1.249 -3.055 0.010
C 3.670 -0.449 -3.368
C 3.521 -1.905 -2.954
N 3.819 -2.842 -4.023
C 3.392 -4.199 -3.732
C 4.059 -4.933 -2.562
C 5.127 -2.699 -4.642
C 6.361 -2.808 -3.738
H 3.057 -0.233 -4.245
H 3.346 0.199 -2.552
H 4.703 -0.188 -3.599
H 2.481 -2.079 -2.665
H 4.123 -2.079 -2.047
H 3.519 -4.788 -4.645
H 2.314 -4.159 -3.545
H 5.074 -5.248 -2.799
H 3.486 -5.830 -2.319
H 4.095 -4.314 -1.664
H 5.154 -1.731 -5.148
H 5.188 -3.447 -5.437
H 6.234 -2.242 -2.814
H 7.233 -2.402 -4.253
H 6.590 -3.839 -3.470

(2)
Formula: C21H55N5O14
Source: the OMol25 dataset
Level of theory: ωB97M-V/def2-TZVPD

Properties
* charge: 0

Cartesian coordinates (Å):
C -1.856 3.148 -3.992
N -2.415 2.078 -3.091
O -3.334 1.409 -3.605
O -1.837 1.835 -1.973
H -2.576 3.961 -3.907
H -1.902 2.779 -5.017
H -0.887 3.567 -3.718
C 1.265 1.345 -2.276
N 1.726 2.718 -2.098
O 0.883 3.579 -2.004
O 2.932 2.840 -2.129
H 1.873 0.748 -1.596
H 1.596 0.992 -3.253
H 0.183 1.268 -2.174
C 0.499 -2.043 2.532
N -0.249 -0.827 3.109
O 0.348 0.241 3.034
O -1.305 -1.058 3.720
H 0.331 -2.825 3.273
H 1.541 -1.767 2.371
H 0.086 -2.222 1.539
C 3.107 -3.475 -1.512
N 3.398 -3.281 -0.087
O 2.949 -4.105 0.688
O 4.108 -2.394 0.263
H 2.629 -2.543 -1.817
H 2.454 -4.339 -1.638
H 4.095 -3.641 -1.940
C 2.661 1.693 0.531
N 2.215 1.435 1.895
O 1.492 2.291 2.392
O 2.428 0.339 2.393
H 2.342 0.812 -0.026
H 3.745 1.779 0.458
H 2.078 2.511 0.106
C 1.658 -1.166 -0.412
C 0.357 -0.426 -0.653
O 0.658 0.907 -0.191
C -0.396 1.801 0.042
C -0.966 1.583 1.457
H 1.612 -2.252 -0.501
H 2.431 -0.850 -1.113
H 2.059 -0.988 0.586
H 0.031 -0.472 -1.692
H -0.510 -0.863 -0.156
H 0.121 2.760 0.066
H -1.132 1.772 -0.761
H -1.333 0.565 1.591
H -1.877 2.123 1.716
H -0.304 1.740 2.308
C 3.299 1.324 -6.041
C 3.837 0.033 -5.501
O 3.802 0.129 -4.086
C 4.034 -1.088 -3.412
C 3.877 -0.819 -1.867
H 3.294 1.332 -7.131
H 2.411 1.724 -5.552
H 4.048 2.099 -5.877
H 3.292 -0.852 -5.831
H 4.814 -0.141 -5.954
H 3.187 -1.754 -3.579
H 4.984 -1.560 -3.662
H 4.440 0.057 -1.546
H 4.116 -1.681 -1.244
H 2.833 -0.606 -1.638
C -4.141 -4.631 0.247
C -3.901 -3.113 0.338
O -2.549 -2.890 -0.002
C -1.991 -1.604 0.286
C -2.014 -0.700 -0.939
H -5.197 -4.807 0.454
H -3.700 -5.088 -0.639
H -3.731 -5.174 1.099
H -4.298 -2.657 -0.569
H -4.225 -2.568 1.224
H -2.466 -1.076 1.113
H -0.924 -1.735 0.464
H -1.721 0.304 -0.633
H -2.969 -0.758 -1.461
H -1.338 -1.075 -1.708
C -1.702 1.543 3.565
C -2.275 1.099 4.952
O -3.474 1.869 5.191
C -4.038 1.551 6.460
C -5.326 2.307 6.560
H -2.453 1.376 2.793
H -1.373 2.580 3.631
H -0.811 0.972 3.301
H -2.488 0.031 4.926
H -1.507 1.049 5.723
H -4.281 0.515 6.697
H -3.376 1.885 7.258
H -5.767 2.166 7.547
H -6.067 1.973 5.834
H -5.178 3.383 6.474

Values of molar mass, in order: 394.67; 601.69, all in g mol⁻¹.
Values of HOMO-LUMO gap, in order: 8.814; 7.656, all in eV.